1.
Entry from the Open Molecules 2025 dataset: 12 unconnected molecules or ions with the total composition C52H64N8O4 in a non-equilibrium geometry (the ωB97M-V functional and the def2-TZVPD basis).

Computed properties:
SMILES: c1ccncc1.c1ccncc1.c1ccncc1.c1ccncc1.c1ccncc1.c1ccncc1.c1ccncc1.c1ccncc1.CC(C)=O.CC(C)=O.CC(C)=O.CC(C)=O
maximum force: 3.96 eV/Å
gap between HOMO and LUMO: 9.704 eV
total charge: 0

```
128
C52H64N8O4, DFT the ωB97M-V functional and the def2-TZVPD basis
N 20.59581 -2.04637 -17.72127
C 20.15001 -2.87301 -16.73540
C 20.03505 -4.24490 -16.87886
C 20.28772 -4.81267 -18.14288
C 20.72250 -3.97165 -19.18156
C 20.94988 -2.62322 -18.90343
H 19.84858 -2.44908 -15.78891
H 19.60162 -4.84547 -16.09283
H 20.22821 -5.88446 -18.26184
H 21.06873 -4.36244 -20.12698
H 21.32615 -1.97081 -19.67749
N 24.66810 4.49152 -13.34709
C 25.51681 5.44551 -13.85037
C 25.50396 5.75639 -15.22420
C 24.60717 5.11218 -16.09399
C 23.70124 4.21975 -15.56731
C 23.76155 3.92028 -14.18490
H 26.16922 5.87271 -13.10321
H 26.14759 6.52449 -15.62690
H 24.67485 5.36145 -17.14264
H 23.01767 3.64755 -16.17699
H 23.14819 3.12522 -13.78736
N 8.30235 0.10585 -12.07088
C 9.40926 0.83673 -12.00991
C 10.30360 1.02004 -13.09304
C 9.87140 0.49696 -14.30232
C 8.72849 -0.25447 -14.43671
C 7.91556 -0.38164 -13.28483
H 9.69262 1.13990 -11.01282
H 11.23311 1.56928 -13.06596
H 10.47355 0.68660 -15.17858
H 8.45964 -0.66645 -15.39817
H 7.05257 -1.03098 -13.28369
N 12.80581 7.90292 -8.31428
C 11.76797 7.18517 -8.89672
C 10.55972 7.71053 -9.13493
C 10.29981 9.04800 -8.82382
C 11.33963 9.83189 -8.32835
C 12.55527 9.19973 -8.05876
H 12.10975 6.18858 -9.13422
H 9.77436 7.12690 -9.59207
H 9.35610 9.53029 -9.03167
H 11.18855 10.89026 -8.17530
H 13.29586 9.76748 -7.51508
N 21.65125 10.41735 -10.23890
C 20.89995 10.37041 -9.09516
C 19.95491 9.42895 -8.85977
C 19.60693 8.51442 -9.88146
C 20.28628 8.64328 -11.11839
C 21.28885 9.60992 -11.24880
H 21.32935 10.98389 -8.31693
H 19.53688 9.38172 -7.86507
H 18.95567 7.66087 -9.76434
H 20.10332 7.95246 -11.92813
H 21.82792 9.80084 -12.16495
N 18.25891 12.27435 -20.02701
C 17.14099 11.56272 -19.66559
C 17.21575 10.33194 -19.07841
C 18.43558 9.82838 -18.71356
C 19.57011 10.53972 -18.97303
C 19.44029 11.74968 -19.68291
H 16.19017 11.97414 -19.97068
H 16.29649 9.78245 -18.93908
H 18.49325 8.88097 -18.19829
H 20.54768 10.18964 -18.67598
H 20.32059 12.30322 -19.97457
N 17.66332 5.19609 -26.19774
C 18.04695 5.42631 -24.92692
C 17.66230 4.63333 -23.85810
C 16.89190 3.48879 -24.12767
C 16.52038 3.26959 -25.45977
C 16.87241 4.14979 -26.46045
H 18.50470 6.36931 -24.66689
H 17.92391 4.93725 -22.85530
H 16.54144 2.88559 -23.30321
H 15.89297 2.43098 -25.72336
H 16.48501 4.03871 -27.46244
N 14.84037 4.35253 -17.07554
C 15.97792 4.00196 -16.40835
C 16.23844 4.41566 -15.12219
C 15.38945 5.34859 -14.55045
C 14.33166 5.88620 -15.26462
C 14.04964 5.33666 -16.53068
H 16.56828 3.24915 -16.90951
H 16.99999 3.94853 -14.51538
H 15.51707 5.68348 -13.53165
H 13.73321 6.69318 -14.86836
H 13.08568 5.54177 -16.97240
C 7.48180 4.30644 -20.52106
C 6.84484 3.55650 -19.38657
O 6.66885 2.32485 -19.51285
C 6.34996 4.31036 -18.15892
H 7.17955 3.85535 -21.46619
H 8.56866 4.22461 -20.53280
H 7.28189 5.37788 -20.50849
H 5.73212 5.12522 -18.53626
H 7.23256 4.59164 -17.58449
H 5.74289 3.75372 -17.44499
C 11.28580 7.63293 -26.03157
C 12.14370 8.70674 -25.41987
O 12.55674 9.65500 -26.10395
C 12.63045 8.45431 -23.99125
H 11.84935 6.71840 -26.21636
H 10.92507 8.09565 -26.95018
H 10.44995 7.39379 -25.37410
H 13.03744 9.37420 -23.57144
H 13.47095 7.76038 -24.00204
H 11.84325 8.02524 -23.37133
C 16.02368 14.17238 -12.06863
C 15.01660 13.66467 -13.13523
O 14.25184 12.74534 -12.91242
C 14.89123 14.51673 -14.39827
H 15.60824 15.07394 -11.61840
H 17.00515 14.34073 -12.51189
H 16.10307 13.34428 -11.36432
H 14.12522 15.28389 -14.28529
H 14.49389 13.74289 -15.05507
H 15.84496 14.95743 -14.68859
C 8.73447 12.45831 -21.30578
C 8.32080 11.37364 -20.31527
O 9.18117 10.87413 -19.56080
C 6.86070 11.08097 -20.13143
H 8.19935 12.26973 -22.23648
H 9.80641 12.35204 -21.47234
H 8.43662 13.40798 -20.86136
H 6.52474 10.46898 -20.96850
H 6.31203 12.02176 -20.08688
H 6.59972 10.52300 -19.23218
```

Atomic partial charges in e from the Löwdin method, atoms 1 to 6:
1. N 0.05
2. C -0.15
3. C -0.08
4. C -0.07
5. C -0.08
6. C -0.15

2.
Entry from the Open Molecules 2025 dataset: 9 unconnected molecules or ions with the total composition C52H66N11O2P in a non-equilibrium geometry (the ωB97M-V functional and the def2-TZVPD basis).

Computed properties:
SMILES: C=CCP(CCCCCOC(C)=O)CC(N)(N)N.c1ccncc1.c1ccncc1.c1ccncc1.c1ccncc1.c1ccncc1.c1ccncc1.c1ccncc1.c1ccncc1
maximum force: 2.15 eV/Å
gap between HOMO and LUMO: 8.299 eV
total charge: 0

```
132
C52H66N11O2P, DFT the ωB97M-V functional and the def2-TZVPD basis
C 2.02912 3.23231 -1.96691
C 2.36279 1.94426 -1.75143
C 3.73585 1.36485 -1.83116
P 3.99034 0.25709 -3.31032
C 2.33866 -0.20167 -4.00005
C 2.24129 0.09519 -5.50765
C 0.80703 0.28277 -5.99877
C -0.07818 -0.96291 -5.84811
C -0.82421 -1.02170 -4.53770
O -1.38286 -2.32820 -4.35175
C -1.87178 -2.55821 -3.10066
C -0.91736 -2.53081 -1.93054
O -3.06017 -2.81543 -2.93403
C 4.57340 -1.34054 -2.55295
C 5.70235 -2.11489 -3.35366
N 6.46798 -1.31320 -4.28543
N 6.66176 -2.67279 -2.38946
N 5.14639 -3.23373 -4.08816
H 1.11804 3.42479 -2.51466
H 2.59838 4.05895 -1.56096
H 1.56395 1.24826 -1.50726
H 4.49180 2.14134 -1.89694
H 3.95129 0.80978 -0.91156
H 1.53362 0.34542 -3.51859
H 2.12769 -1.26184 -3.85288
H 2.76486 -0.64750 -6.10472
H 2.74991 1.04853 -5.65119
H 0.36346 1.16411 -5.53892
H 0.86206 0.47945 -7.06784
H 0.49037 -1.86986 -6.03763
H -0.83967 -0.90918 -6.62480
H -1.61963 -0.27563 -4.54168
H -0.18464 -0.78505 -3.69266
H -0.78874 -3.52129 -1.50985
H 0.04264 -2.08217 -2.16148
H -1.37321 -1.89292 -1.17938
H 3.71623 -2.00647 -2.47578
H 4.94385 -1.11811 -1.55779
H 6.82488 -0.49758 -3.80949
H 5.86655 -1.01760 -5.04036
H 6.99711 -1.93117 -1.78602
H 6.19020 -3.34539 -1.79922
H 4.31184 -3.60342 -3.65727
H 4.96155 -2.98094 -5.04565
N -2.09682 -4.99921 0.64953
C -3.10445 -4.20749 0.28276
C -4.19974 -3.93399 1.08830
C -4.25157 -4.51722 2.34297
C -3.21342 -5.34370 2.74164
C -2.16304 -5.54977 1.86044
H -3.02762 -3.77939 -0.70937
H -4.98753 -3.28183 0.73764
H -5.08841 -4.33092 3.00431
H -3.21694 -5.81868 3.71392
H -1.32896 -6.18726 2.13283
N -0.06087 3.76372 0.16557
C 0.64165 4.09980 1.24314
C 0.07578 4.60720 2.40360
C -1.29865 4.77789 2.44707
C -2.04535 4.43355 1.33198
C -1.38048 3.93232 0.22321
H 1.71472 3.95182 1.16520
H 0.69848 4.86117 3.25074
H -1.78243 5.16717 3.33259
H -3.12054 4.55003 1.32189
H -1.92835 3.64848 -0.66988
N 3.47174 6.21641 -1.98750
C 4.69544 6.64596 -1.68319
C 4.95357 7.86522 -1.07722
C 3.87945 8.68668 -0.77123
C 2.59988 8.25681 -1.08061
C 2.45230 7.01752 -1.68514
H 5.50626 5.97296 -1.94172
H 5.96887 8.16165 -0.85163
H 4.03853 9.64775 -0.29819
H 1.73279 8.86491 -0.86397
H 1.46752 6.64177 -1.94171
N -4.80286 -6.60143 6.97875
C -5.41603 -5.70885 6.20370
C -6.43659 -6.02564 5.32104
C -6.84555 -7.34568 5.23295
C -6.22064 -8.28879 6.03098
C -5.21071 -7.86647 6.88226
H -5.06517 -4.68647 6.29961
H -6.89759 -5.25596 4.71717
H -7.63701 -7.63439 4.55361
H -6.50634 -9.33075 5.99510
H -4.69914 -8.57673 7.52210
N 0.25042 9.79166 -3.08448
C -0.81670 9.67402 -3.87148
C -1.07899 10.51507 -4.94197
C -0.18411 11.53794 -5.20883
C 0.93132 11.67541 -4.39956
C 1.10103 10.77824 -3.35632
H -1.49257 8.86207 -3.62666
H -1.96176 10.37025 -5.54912
H -0.35283 12.21661 -6.03493
H 1.65578 12.45918 -4.57207
H 1.96369 10.84701 -2.70160
N -3.35106 4.67401 5.27251
C -2.64735 5.01036 6.35160
C -3.21162 5.52028 7.51059
C -4.58493 5.69442 7.55086
C -5.33319 5.35146 6.43694
C -4.67012 4.84653 5.32919
H -1.57535 4.86052 6.27755
H -2.58944 5.77362 8.35765
H -5.06455 6.09085 8.43638
H -6.40755 5.47142 6.42508
H -5.21869 4.56244 4.43780
N 2.98804 -5.89839 -3.67989
C 3.11219 -6.51838 -4.85090
C 2.03702 -7.00500 -5.57934
C 0.76243 -6.84101 -5.06183
C 0.61468 -6.19914 -3.84326
C 1.75521 -5.74780 -3.19724
H 4.12720 -6.62621 -5.21731
H 2.19720 -7.49914 -6.52759
H -0.10251 -7.20712 -5.59973
H -0.36141 -6.04968 -3.40248
H 1.68397 -5.23691 -2.24262
N -1.09767 -8.15031 9.46003
C 0.18039 -7.78230 9.51602
C 0.73845 -6.81467 8.69522
C -0.07651 -6.19669 7.76040
C -1.40885 -6.56800 7.68571
C -1.86654 -7.54442 8.55703
H 0.78320 -8.29274 10.25931
H 1.78393 -6.55406 8.78734
H 0.32122 -5.43662 7.09985
H -2.08266 -6.11327 6.97396
H -2.90139 -7.85868 8.53623
```

Atomic partial charges in e from the Löwdin method, atoms 1 to 6:
1. C -0.01
2. C -0.27
3. C -0.38
4. P 1.01
5. C -0.38
6. C -0.27